# 1
This record from the Open Molecules 2025 dataset describes C7H18O7P2 in the gas phase. The level of theory is ωB97M-V/def2-TZVPD.

Atoms and positions in Å:
C (-0.322, 2.252, -1.890)
C (-0.404, 0.733, -1.988)
O (0.626, 0.150, -1.148)
P (0.468, -1.349, -0.620)
O (-0.820, -1.996, -0.907)
C (0.809, -1.307, 1.147)
C (-0.349, -0.769, 1.998)
C (-0.613, 0.716, 1.803)
O (-1.680, 1.178, 2.646)
P (-3.223, 1.064, 2.301)
O (-4.040, 2.152, 2.812)
O (-3.191, 0.877, 0.699)
O (-3.709, -0.357, 2.851)
O (1.723, -2.103, -1.247)
C (2.756, -1.466, -2.017)
C (3.720, -0.650, -1.172)
H (0.100, 2.697, -2.789)
H (-1.313, 2.678, -1.721)
H (0.296, 2.531, -1.036)
H (-0.232, 0.385, -3.007)
H (-1.370, 0.352, -1.660)
H (1.749, -0.806, 1.385)
H (0.951, -2.367, 1.382)
H (-0.108, -0.919, 3.054)
H (-1.243, -1.356, 1.787)
H (-0.828, 0.975, 0.773)
H (0.264, 1.288, 2.112)
H (-4.086, 0.967, 0.337)
H (-3.416, -1.096, 2.308)
H (3.279, -2.291, -2.499)
H (2.302, -0.859, -2.800)
H (4.464, -1.288, -0.694)
H (4.243, 0.072, -1.802)
H (3.199, -0.086, -0.400)

Forces on the atoms, in the same order (eV/Å):
C -0.1 -0.1 0.1
C 0.0 0.0 0.0
O -0.1 0.1 0.0
P 0.0 -0.2 0.0
O 0.1 0.2 0.0
C -0.1 -0.1 0.1
C 0.1 0.1 0.1
C 0.2 -0.1 0.1
O -0.3 0.0 -0.2
P 0.2 -0.1 0.0
O 0.0 -0.1 0.0
O -0.2 0.0 0.2
O 0.0 0.2 -0.1
O 0.0 0.1 0.2
C 0.1 0.0 -0.1
C 0.0 -0.1 0.0
H 0.1 0.0 0.0
H 0.0 0.0 -0.1
H 0.0 0.0 -0.1
H -0.1 0.0 0.0
H 0.0 0.0 0.0
H 0.0 0.1 -0.2
H 0.1 0.1 0.1
H -0.1 -0.1 0.0
H 0.0 0.0 -0.1
H -0.1 0.0 -0.1
H 0.0 0.0 0.0
H 0.2 0.0 0.0
H 0.0 -0.1 0.0
H 0.0 0.1 0.0
H -0.1 0.0 0.1
H -0.1 0.0 0.1
H 0.0 -0.1 0.0
H 0.0 0.0 -0.1

Values from the calculation:
* HOMO: -10.761 eV
* largest force on an atom: 0.337 eV/A
* structure (SMILES): CCOP(=O)(CCCOP(=O)(O)O)OCC

The natural (NBO) scheme yields these atomic charges, measured in e:
1. C -0.6437
2. C -0.0675
3. O -0.8495
4. P 2.4007
5. O -1.0959
6. C -0.8181
7. C -0.4194
8. C -0.0585
9. O -0.8142
10. P 2.5373
11. O -1.0719
12. O -1.0114
13. O -0.9864
14. O -0.8224
15. C -0.0512
16. C -0.6386
17. H 0.2153
18. H 0.2221
19. H 0.2266
20. H 0.1832
21. H 0.2085
22. H 0.2382
23. H 0.2586
24. H 0.2199
25. H 0.2090
26. H 0.1949
27. H 0.1910
28. H 0.5171
29. H 0.5054
30. H 0.1945
31. H 0.1797
32. H 0.2126
33. H 0.2207
34. H 0.2132



# 2
This record from the Open Molecules 2025 dataset describes 4 unconnected molecules or ions with the total composition C20H34ClFN4O9P. The level of theory is ωB97M-V/def2-TZVPD.

Atoms and positions in Å:
C (4.714, -0.822, -0.976)
C (4.540, -2.120, -1.760)
C (3.503, -2.087, -2.863)
F (3.871, -1.204, -3.861)
C (2.118, -1.669, -2.429)
N (1.776, -0.554, -1.807)
C (0.441, -0.614, -1.660)
N (-0.240, 0.351, -1.079)
C (-1.673, 0.463, -0.829)
C (-2.109, -0.084, 0.529)
C (-3.610, -0.281, 0.505)
Cl (-4.261, -0.758, 2.087)
N (-0.058, -1.777, -2.183)
P (-1.527, -2.646, -2.389)
O (-1.211, -3.906, -3.035)
O (-2.476, -1.655, -3.169)
O (-2.029, -2.571, -0.904)
N (1.063, -2.435, -2.676)
H (3.978, -0.710, -0.182)
H (5.708, -0.821, -0.533)
H (4.652, 0.044, -1.635)
H (4.339, -2.967, -1.099)
H (5.482, -2.348, -2.262)
H (3.413, -3.082, -3.314)
H (0.354, 1.110, -0.774)
H (-1.903, 1.528, -0.876)
H (-2.221, 0.008, -1.654)
H (-1.866, 0.646, 1.302)
H (-1.595, -1.019, 0.758)
H (-3.912, -1.046, -0.212)
H (-4.123, 0.637, 0.224)
H (-2.706, -2.011, -4.042)
H (-2.926, -2.913, -0.765)
H (0.967, -3.336, -3.128)
O (-5.884, 1.723, -0.265)
C (-6.552, 2.213, 0.609)
O (-7.350, 1.469, 1.394)
C (-8.105, 2.314, 2.290)
C (-7.291, 3.600, 2.388)
C (-6.652, 3.670, 1.003)
H (-9.094, 2.467, 1.855)
H (-8.210, 1.782, 3.232)
H (-7.893, 4.469, 2.641)
H (-6.515, 3.479, 3.141)
H (-7.290, 4.171, 0.272)
H (-5.670, 4.137, 0.994)
O (7.685, -2.310, -0.751)
C (8.391, -2.719, -1.628)
O (8.002, -2.683, -2.925)
C (8.992, -3.311, -3.766)
C (10.288, -3.254, -2.964)
C (9.770, -3.338, -1.530)
H (8.670, -4.337, -3.959)
H (9.024, -2.767, -4.706)
H (10.985, -4.042, -3.236)
H (10.779, -2.294, -3.124)
H (9.649, -4.368, -1.188)
H (10.368, -2.800, -0.800)
O (-3.625, 4.806, 2.544)
C (-3.452, 4.275, 3.602)
O (-4.453, 3.625, 4.244)
C (-4.002, 3.121, 5.516)
C (-2.485, 3.034, 5.392)
C (-2.184, 4.182, 4.429)
H (-4.313, 3.826, 6.288)
H (-4.490, 2.165, 5.688)
H (-1.981, 3.109, 6.353)
H (-2.207, 2.083, 4.936)
H (-2.049, 5.136, 4.942)
H (-1.329, 4.015, 3.780)

Forces on the atoms, in the same order (eV/Å):
C 0.1 0.0 0.0
C 0.2 0.2 0.0
C -0.2 -0.1 0.2
F 0.0 0.1 0.0
C 0.1 0.0 0.1
N 0.0 -0.2 -0.2
C 0.0 0.0 0.1
N 0.0 0.2 0.1
C -0.1 0.1 0.0
C 0.0 0.0 0.1
C -0.1 0.2 -0.1
Cl 0.1 -0.1 0.1
N 0.3 -0.4 -0.3
P -0.2 0.7 0.4
O 0.1 -0.2 -0.1
O 0.0 -0.4 -0.1
O -0.1 -0.5 -0.4
N 0.1 0.2 0.1
H 0.0 0.0 0.0
H 0.0 0.0 0.1
H 0.0 0.0 0.0
H -0.1 0.0 0.0
H 0.0 -0.1 0.0
H 0.1 0.1 -0.1
H 0.0 0.0 0.0
H 0.0 0.0 -0.1
H 0.1 0.0 0.1
H 0.1 -0.1 0.1
H 0.0 0.2 0.0
H 0.0 0.1 0.0
H 0.0 -0.1 0.0
H -0.1 0.2 -0.1
H 0.0 0.0 0.1
H -0.1 0.0 0.0
O 0.0 0.0 0.0
C 0.0 0.1 -0.1
O -0.1 -0.1 0.0
C 0.0 0.0 0.0
C 0.0 0.0 -0.1
C 0.0 0.0 0.2
H 0.0 0.0 0.0
H 0.0 0.0 0.0
H 0.0 0.0 0.0
H 0.0 0.1 0.0
H 0.0 0.0 0.0
H 0.0 0.0 0.0
O 0.0 0.0 0.0
C 0.0 0.0 0.0
O 0.0 0.0 0.0
C 0.0 0.0 0.0
C 0.0 0.0 0.1
C 0.0 0.1 -0.1
H 0.0 0.0 0.0
H 0.0 0.0 0.0
H 0.0 0.0 0.0
H 0.0 0.0 0.0
H 0.0 0.0 0.0
H 0.0 0.0 0.1
O 0.1 0.0 0.0
C 0.0 -0.1 0.0
O 0.0 0.0 0.0
C 0.0 0.1 0.1
C 0.0 0.0 -0.1
C -0.1 -0.1 0.0
H 0.0 0.0 0.0
H 0.0 0.0 0.0
H 0.0 0.0 0.0
H 0.0 0.0 0.0
H 0.0 0.0 0.0
H 0.0 0.1 0.0

Values from the calculation:
* HOMO: -11.922 eV
* largest force on an atom: 0.840 eV/A
* net charge: +1

The natural (NBO) scheme yields these atomic charges, measured in e:
1. C -0.6231
2. C -0.4379
3. C 0.1779
4. F -0.3338
5. C 0.4433
6. N -0.4729
7. C 0.6125
8. N -0.5315
9. C -0.2344
10. C -0.4315
11. C -0.3784
12. Cl -0.0510
13. N -0.5581
14. P 2.4838
15. O -1.0531
16. O -0.9781
17. O -0.9744
18. N -0.3405
19. H 0.2037
20. H 0.2529
21. H 0.2175
22. H 0.2201
23. H 0.2578
24. H 0.1796
25. H 0.4357
26. H 0.2370
27. H 0.2178
28. H 0.2213
29. H 0.2197
30. H 0.1846
31. H 0.2626
32. H 0.5430
33. H 0.5410
34. H 0.4724
35. O -0.6202
36. C 0.8094
37. O -0.4856
38. C -0.0690
39. C -0.4395
40. C -0.5361
41. H 0.1818
42. H 0.1985
43. H 0.2255
44. H 0.2346
45. H 0.2382
46. H 0.2645
47. O -0.5832
48. C 0.7997
49. O -0.5024
50. C -0.0702
51. C -0.4300
52. C -0.5303
53. H 0.1796
54. H 0.2039
55. H 0.2302
56. H 0.2169
57. H 0.2415
58. H 0.2510
59. O -0.5725
60. C 0.7964
61. O -0.5031
62. C -0.0703
63. C -0.4293
64. C -0.5301
65. H 0.1850
66. H 0.2030
67. H 0.2304
68. H 0.2101
69. H 0.2454
70. H 0.2408



# 3
This record from the Open Molecules 2025 dataset describes a molecular structure, C36H25Cl2N4O2RuSe in a non-equilibrium geometry. The level of theory is ωB97M-V/def2-TZVPD.

Atoms and positions in Å:
Ru (-0.056, 0.209, 0.418)
Se (-3.237, -1.327, 0.499)
N (-1.898, -0.713, -0.536)
C (-2.012, -1.297, -1.716)
C (-1.195, -1.032, -2.860)
C (-1.469, -1.688, -4.010)
C (-2.544, -2.638, -4.119)
C (-3.354, -2.907, -3.073)
C (-3.118, -2.226, -1.835)
N (-3.868, -2.379, -0.765)
H (-0.381, -0.327, -2.783)
H (-0.865, -1.495, -4.886)
H (-2.702, -3.130, -5.069)
H (-4.181, -3.601, -3.134)
Cl (4.437, -4.904, 1.283)
C (2.781, -4.904, 1.758)
C (2.157, -6.083, 2.133)
C (0.823, -6.058, 2.502)
C (0.099, -4.874, 2.487)
C (0.729, -3.705, 2.104)
Cl (-0.211, -2.237, 2.042)
C (2.080, -3.702, 1.758)
N (2.694, -2.525, 1.262)
C (2.732, -1.372, 1.882)
C (2.510, -1.282, 3.300)
C (2.654, -0.089, 3.900)
C (3.017, 1.132, 3.183)
C (2.151, 1.722, 2.038)
C (2.870, -0.118, 1.096)
C (3.229, -0.292, -0.369)
C (2.248, -1.231, -1.090)
O (2.712, -2.226, -1.640)
O (1.002, -0.970, -0.992)
H (2.720, -7.005, 2.129)
H (0.333, -6.976, 2.793)
H (-0.947, -4.855, 2.756)
H (3.007, -2.595, 0.282)
H (2.286, -2.178, 3.860)
H (2.540, -0.018, 4.975)
H (3.410, 1.935, 3.794)
H (1.874, 2.762, 2.143)
H (4.239, -0.692, -0.469)
H (3.219, 0.686, -0.853)
C (1.502, 0.682, 1.233)
C (3.537, 1.089, 1.797)
C (4.778, 1.749, 1.331)
C (4.731, 2.742, 0.358)
C (5.902, 3.337, -0.088)
C (7.124, 2.939, 0.435)
C (7.176, 1.949, 1.407)
C (6.006, 1.357, 1.856)
H (3.776, 3.056, -0.046)
H (5.860, 4.112, -0.840)
H (8.036, 3.404, 0.089)
H (8.128, 1.641, 1.817)
H (6.047, 0.589, 2.619)
C (-0.989, 1.275, 1.993)
C (-1.436, 1.919, 0.795)
C (-0.452, 2.365, -0.144)
C (-0.861, 2.741, -1.458)
C (-2.181, 2.719, -1.796)
C (-3.176, 2.342, -0.842)
C (-2.818, 1.932, 0.396)
C (-2.591, 3.113, -3.114)
N (-2.918, 3.429, -4.169)
H (-1.751, 0.828, 2.629)
H (-0.255, 1.804, 2.592)
H (0.546, 2.628, 0.163)
H (-0.127, 3.094, -2.170)
H (-4.217, 2.383, -1.132)
H (-3.570, 1.620, 1.108)

Forces on the atoms, in the same order (eV/Å):
Ru -0.2 0.3 -0.9
Se 0.1 -0.1 -0.1
N 0.1 -0.3 0.2
C 0.0 0.2 -0.1
C 0.1 0.0 -0.1
C 0.0 0.0 0.1
C 0.0 0.0 0.1
C 0.0 0.0 -0.1
C -0.1 0.0 0.0
N 0.0 0.0 0.1
H 0.0 0.0 0.0
H 0.0 0.0 0.0
H 0.0 0.0 0.0
H 0.0 0.0 0.0
Cl 0.0 0.0 0.0
C 0.0 0.0 0.1
C 0.1 0.0 0.0
C 0.0 0.0 0.0
C 0.1 0.0 0.0
C 0.0 -0.1 0.0
Cl 0.0 -0.1 0.1
C -0.1 -0.1 0.0
N 0.1 0.1 -0.1
C 0.0 -0.1 0.0
C 0.1 0.2 0.0
C 0.0 -0.2 0.0
C -0.1 0.2 0.0
C 0.1 0.0 0.0
C 0.0 -0.1 -0.1
C 0.0 0.0 0.0
C 0.2 0.0 0.0
O 0.0 0.0 0.1
O -0.3 0.0 0.2
H 0.0 0.0 0.0
H 0.0 0.0 0.0
H 0.0 0.0 0.0
H -0.1 0.1 0.0
H 0.0 0.0 0.0
H 0.0 0.0 0.0
H 0.0 0.0 0.0
H 0.0 0.0 -0.1
H 0.0 0.0 0.0
H -0.1 0.0 0.0
C 0.1 -0.1 0.5
C -0.1 0.1 -0.1
C 0.0 0.0 0.1
C 0.0 0.0 0.0
C 0.0 0.0 0.0
C 0.0 0.0 0.0
C 0.0 0.0 0.0
C 0.0 0.0 0.0
H 0.0 0.0 0.0
H 0.0 0.0 0.0
H 0.0 0.0 0.0
H 0.0 0.0 0.0
H 0.0 0.0 0.0
C -0.1 0.4 0.3
C 0.2 -0.1 0.2
C 0.2 -0.6 0.2
C -0.2 0.0 0.0
C 0.2 0.0 0.0
C -0.1 -0.1 0.1
C 0.1 0.0 -0.3
C 0.0 0.0 -0.1
N 0.0 0.0 0.0
H -0.1 0.0 -0.1
H 0.1 -0.1 0.0
H -0.1 0.5 0.1
H 0.0 0.0 0.0
H 0.0 0.0 0.0
H 0.0 0.1 0.1

Values from the calculation:
* HOMO: -10.966 eV
* largest force on an atom: 1.000 eV/A
* net charge: +1

The Löwdin scheme yields these atomic charges, measured in e:
1. Ru 1.1001
2. Se 1.1340
3. N -0.3065
4. C -0.3377
5. C -0.0240
6. C -0.0360
7. C -0.0505
8. C -0.0123
9. C -0.3678
10. N -0.2107
11. H 0.1016
12. H 0.1155
13. H 0.1125
14. H 0.1199
15. Cl 0.7672
16. C -0.5787
17. C -0.0721
18. C -0.0416
19. C -0.0751
20. C -0.5196
21. Cl 0.7808
22. C -0.2610
23. N 0.1550
24. C -0.1321
25. C -0.0024
26. C 0.0555
27. C -0.1026
28. C -0.0835
29. C -0.2356
30. C -0.0056
31. C -0.6445
32. O 0.0472
33. O -0.1469
34. H 0.1186
35. H 0.1219
36. H 0.1159
37. H 0.1341
38. H 0.1280
39. H 0.1341
40. H 0.1645
41. H 0.1505
42. H 0.1462
43. H 0.1370
44. C -0.1849
45. C -0.2045
46. C -0.1700
47. C -0.0256
48. C -0.0592
49. C -0.0650
50. C -0.0617
51. C -0.0163
52. H 0.1172
53. H 0.1113
54. H 0.1113
55. H 0.1110
56. H 0.1217
57. C -0.1412
58. C -0.3754
59. C -0.1224
60. C -0.0036
61. C -0.2201
62. C -0.0133
63. C -0.0856
64. C -0.1761
65. N 0.1775
66. H 0.0692
67. H 0.0609
68. H 0.0889
69. H 0.1310
70. H 0.1304
71. H 0.1012



# 4
This record from the Open Molecules 2025 dataset describes a gas-phase ion, C3H10N3 (charge +1) in a non-equilibrium geometry. The level of theory is ωB97M-V/def2-TZVPD.

Atoms and positions in Å:
N (0.423, -1.255, 1.577)
C (0.557, -0.391, 0.473)
N (0.748, -1.054, -0.749)
C (0.666, 1.106, 0.578)
C (-0.753, 0.703, 0.304)
N (-1.073, 0.668, -1.178)
H (-0.233, -1.118, 2.239)
H (0.524, -2.225, 1.173)
H (0.752, -2.099, -0.803)
H (1.505, -0.713, -1.321)
H (1.293, 1.735, -0.053)
H (0.873, 1.343, 1.594)
H (-1.531, 0.800, 0.906)
H (-0.493, 1.342, -1.745)
H (-2.066, 0.723, -1.394)
H (-0.558, -0.183, -1.412)

Forces on the atoms, in the same order (eV/Å):
N 4.2 -2.4 -3.6
C -3.0 1.2 0.3
N 0.7 -1.1 -1.1
C 0.5 -1.2 0.2
C 4.4 -0.7 -4.0
N 1.0 2.1 0.8
H -2.6 0.5 2.3
H -0.5 1.4 1.7
H -0.2 1.5 0.5
H 0.4 0.0 0.1
H -0.3 -0.2 -0.4
H -0.1 0.4 0.8
H -3.2 0.5 2.6
H -1.3 0.0 0.8
H 0.2 -0.1 -0.2
H -0.2 -1.8 -0.8

Values from the calculation:
* HOMO: -12.490 eV
* largest force on an atom: 6.040 eV/A
* net charge: +1
* structure (SMILES): NC1(N)C[C@H]1[NH3+]

The natural (NBO) scheme yields these atomic charges, measured in e:
1. N -0.8103
2. C 0.3479
3. N -0.8596
4. C -0.4593
5. C -0.1618
6. N -0.7092
7. H 0.3913
8. H 0.3816
9. H 0.4213
10. H 0.4031
11. H 0.2424
12. H 0.2692
13. H 0.2214
14. H 0.4270
15. H 0.4521
16. H 0.4430